[1]
ORCA calculation (ωB97M-V/def2-TZVPD) on C36H54BN2P3PtS2 as an isolated structure.

Output
* multiplicity: 5
* gap between HOMO and LUMO (spin up / spin down): 6.50 / 5.52 eV
* max |F|: 0.006 hartree/bohr
* LUMO (spin up / spin down): -4.42 / -8.08 eV
* expectation value of S²: 6.03
* total charge: +2
* HOMO energy (spin up / spin down): -10.928 / -13.608 eV

Geometry as XYZ:
```
99
Properties=species:S:1:pos:R:3:forces:R:3:mulliken_charge:R:1
Pt -0.1224 0.0149 -0.1994 0.142 0.122 -0.257 0.720
C -0.7985 5.1535 -1.1419 0.006 0.011 0.008 -1.682
C -0.4329 3.6877 -1.4004 0.014 0.028 -0.002 1.721
C 0.5302 3.5906 -2.5883 -0.002 -0.004 0.005 -1.971
C -1.7109 2.9132 -1.7383 -0.004 0.026 -0.011 -1.700
P 0.3248 2.8192 0.0615 -0.009 -0.152 0.198 0.901
C -0.7924 3.1766 1.5046 -0.044 -0.017 -0.090 -1.512
N -1.6983 2.0523 1.7142 0.044 0.089 0.043 0.603
B -1.5502 0.7432 1.0816 -0.099 -0.139 -0.014 -0.606
N -2.6750 -0.0349 1.6393 -0.052 0.006 0.033 0.810
C -2.9583 -1.4197 1.2797 0.060 0.081 -0.011 -1.867
P -2.0041 -1.8424 -0.2574 -0.136 -0.037 0.057 0.324
C -1.6714 -3.6718 -0.0759 -0.003 0.016 0.037 1.981
C -1.1015 -4.2006 -1.3949 0.001 -0.015 -0.014 -1.892
C -2.9050 -4.4763 0.3528 0.000 -0.003 0.000 -1.663
C -0.5915 -3.8103 1.0045 0.006 -0.008 -0.010 -1.552
C -3.1477 -1.4269 -1.6761 0.023 0.006 -0.009 2.072
C -3.8390 -0.0903 -1.3751 0.017 -0.029 -0.007 -2.183
C -4.2351 -2.4737 -1.9260 -0.007 -0.003 0.001 -1.867
C -2.2735 -1.2652 -2.9271 0.009 0.003 0.009 -1.410
C -3.3688 0.7211 2.5016 0.032 0.012 -0.025 0.859
C -4.5018 0.4266 3.2823 0.009 0.006 -0.002 -0.968
C -4.9880 1.4232 4.0779 0.016 0.015 -0.006 -0.730
C -4.3760 2.7198 4.1325 0.010 -0.007 -0.010 -0.728
C -3.2700 3.0377 3.3907 -0.036 0.008 0.037 -0.945
C -2.7515 2.0407 2.5558 0.022 -0.067 -0.053 0.656
C 2.0146 3.4396 0.5603 0.008 0.024 -0.030 2.080
C 3.0272 2.8281 -0.4160 0.003 0.019 -0.026 -1.884
C 2.1209 4.9673 0.5470 0.018 -0.018 0.014 -1.903
C 2.3214 2.9148 1.9711 0.015 -0.008 -0.077 -1.818
H -1.1966 5.5683 -2.0707 -0.005 0.003 0.001 0.521
H 0.0553 5.7596 -0.8513 -0.043 0.005 -0.014 0.289
H -1.5798 5.2635 -0.3891 -0.001 -0.006 0.007 0.351
H 0.0057 3.9168 -3.4884 -0.005 -0.001 0.002 0.537
H 0.8730 2.5662 -2.7526 0.015 -0.002 0.001 0.294
H 1.3980 4.2372 -2.4641 -0.014 0.002 -0.014 0.392
H -2.2051 3.3987 -2.5827 0.006 -0.005 -0.002 0.744
H -2.4187 2.9026 -0.9054 -0.010 -0.009 0.006 0.191
H -1.4841 1.8832 -2.0203 -0.018 0.000 -0.010 0.152
H -1.3534 4.0957 1.3290 -0.045 -0.024 -0.008 0.502
H -0.1766 3.3246 2.3912 -0.003 0.017 -0.001 0.577
H -4.0290 -1.5681 1.1252 -0.003 0.008 -0.010 0.648
H -2.6379 -2.0870 2.0822 -0.002 -0.002 -0.006 0.739
H -1.8406 -4.2205 -2.1951 0.004 -0.007 0.013 0.340
H -0.7597 -5.2259 -1.2378 0.004 0.000 -0.002 0.539
H -0.2418 -3.6109 -1.7232 -0.008 -0.001 0.003 0.296
H -3.7012 -4.4680 -0.3860 0.016 -0.006 0.021 0.326
H -3.3087 -4.1349 1.3076 -0.005 -0.003 -0.001 0.305
H -2.5978 -5.5153 0.4925 0.002 -0.001 0.003 0.541
H 0.3429 -3.3461 0.6961 -0.002 0.001 0.005 0.180
H -0.4014 -4.8730 1.1687 -0.001 -0.002 -0.003 0.649
H -0.8857 -3.3800 1.9641 -0.003 -0.002 0.002 0.258
H -4.5689 -0.1745 -0.5682 0.001 0.002 0.010 0.314
H -4.3820 0.2238 -2.2690 -0.002 -0.003 0.001 0.673
H -3.1267 0.6953 -1.1281 0.017 0.024 0.014 0.358
H -4.8641 -2.6316 -1.0482 -0.001 -0.010 -0.002 0.348
H -3.8333 -3.4322 -2.2481 -0.002 0.017 -0.004 0.347
H -4.8809 -2.1056 -2.7265 -0.003 -0.001 0.002 0.535
H -1.5573 -0.4489 -2.8040 0.003 0.000 -0.012 0.056
H -2.9104 -1.0300 -3.7821 -0.004 0.004 0.004 0.556
H -1.7149 -2.1708 -3.1638 -0.011 0.021 -0.006 0.240
H -4.9618 -0.5512 3.2541 0.000 0.000 -0.001 0.549
H -5.8581 1.2420 4.6940 0.001 0.001 0.001 0.464
H -4.8110 3.4624 4.7876 0.001 -0.001 0.001 0.460
H -2.8152 4.0166 3.4473 -0.001 0.001 -0.003 0.564
H 2.8892 3.1732 -1.4385 0.016 0.013 0.022 0.203
H 2.9686 1.7411 -0.4142 0.010 -0.043 0.004 0.244
H 4.0342 3.1106 -0.1014 -0.005 -0.001 0.002 0.668
H 2.0501 5.3734 -0.4610 0.026 -0.002 0.015 0.331
H 3.1006 5.2450 0.9433 -0.001 0.003 0.004 0.542
H 1.3650 5.4427 1.1750 0.002 0.010 -0.001 0.353
H 2.0842 1.8541 2.0814 -0.016 0.031 0.008 0.274
H 1.8122 3.4886 2.7453 0.001 -0.026 0.021 0.491
H 3.3933 3.0269 2.1455 -0.005 0.020 0.002 0.528
S 1.5122 -0.8136 1.3704 0.085 0.013 0.095 -0.516
P 2.5794 -1.4067 -0.2689 0.019 -0.005 -0.041 0.069
S 1.4405 -0.8631 -1.8675 -0.062 0.013 0.052 -0.540
C 2.8566 -3.1782 -0.2334 -0.035 0.002 -0.105 0.697
C 3.2285 -3.7842 0.9658 0.020 -0.001 0.007 -0.166
C 3.4952 -5.1425 0.9891 0.000 0.021 0.024 -0.780
C 3.3941 -5.8904 -0.1778 -0.005 -0.001 -0.019 -0.495
C 3.0277 -5.2847 -1.3714 -0.001 -0.012 0.011 -0.774
C 2.7558 -3.9250 -1.4047 -0.005 -0.015 0.025 -0.301
C 4.1711 -0.5802 -0.3219 -0.025 0.022 0.106 0.458
C 4.7680 -0.1337 0.8551 0.046 -0.015 -0.015 -0.135
C 6.0137 0.4728 0.8000 -0.009 -0.012 0.006 -0.805
C 6.6542 0.6342 -0.4212 -0.002 -0.003 0.009 -0.465
C 6.0564 0.1870 -1.5928 0.001 0.007 -0.010 -0.787
C 4.8135 -0.4222 -1.5482 -0.013 0.002 -0.007 -0.230
H 3.3036 -3.2021 1.8770 0.001 -0.005 0.005 0.430
H 3.7840 -5.6181 1.9164 0.001 -0.003 -0.001 0.446
H 3.6059 -6.9511 -0.1559 0.001 -0.001 0.001 0.445
H 2.9551 -5.8699 -2.2782 0.000 -0.001 0.000 0.464
H 2.4637 -3.4524 -2.3341 0.005 0.004 0.002 0.469
H 4.2643 -0.2505 1.8069 -0.003 0.000 -0.002 0.454
H 6.4856 0.8172 1.7105 -0.001 0.000 0.000 0.450
H 7.6258 1.1084 -0.4602 0.000 0.000 -0.004 0.433
H 6.5581 0.3133 -2.5426 0.006 0.002 0.004 0.445
H 4.3421 -0.7596 -2.4633 0.008 -0.006 -0.005 0.422
```
Positions in Å, forces in eV/Å.

***

[2]
ORCA calculation (ωB97M-V/def2-TZVPD) on C36H54BrINO2P3S2Tm as an isolated structure.

Output
* multiplicity: 3
* gap between HOMO and LUMO (spin up / spin down): 7.01 / 7.05 eV
* max |F|: 0.026 hartree/bohr
* LUMO (spin up / spin down): -2.63 / -2.61 eV
* expectation value of S²: 2.00
* total charge: +1
* HOMO energy (spin up / spin down): -9.645 / -9.659 eV

Geometry as XYZ:
```
101
Properties=species:S:1:pos:R:3:forces:R:3:mulliken_charge:R:1
Tm -0.0073 -0.3894 -0.1060 0.124 0.661 0.265 -0.723
C 3.4464 0.2326 2.7928 -0.042 -0.164 -0.082 -1.053
C 3.9203 -0.0382 1.3654 -0.472 -0.098 -0.051 0.591
C 5.3597 0.4446 1.1920 -0.189 -0.046 -0.184 -1.791
P 2.6151 0.5270 0.1323 0.994 0.591 -0.182 1.669
C 3.5373 0.6209 -1.4869 -0.307 -0.165 0.109 0.294
C 2.6316 1.2663 -2.5322 -0.004 0.053 0.093 -1.463
C 3.9545 -0.7807 -1.9282 -0.004 0.081 0.141 -1.447
C 2.2199 2.2660 0.4890 -0.495 -0.124 0.023 0.296
C 3.1449 3.1387 1.0534 -0.038 0.136 -0.079 -0.753
C 2.7928 4.4162 1.4396 0.032 0.136 0.084 -0.952
C 1.4778 4.8301 1.2679 0.090 0.027 -0.058 -1.174
C 0.5530 3.9959 0.6793 -0.153 -0.261 -0.063 0.610
C 0.8867 2.6943 0.2546 0.859 0.553 0.465 -2.074
N -0.0609 1.8496 -0.3102 0.179 -0.998 0.085 1.549
C -0.9930 2.4238 -1.1650 -0.817 0.290 -0.593 -0.301
C -0.6797 3.5663 -1.9244 0.157 -0.162 0.048 -0.099
C -1.5970 4.1658 -2.7545 0.027 -0.059 0.002 -1.041
C -2.8781 3.6456 -2.8829 -0.151 -0.019 -0.043 -1.153
C -3.2047 2.4963 -2.1939 0.155 0.106 -0.087 -0.456
C -2.2871 1.8696 -1.3476 0.432 -0.185 0.264 0.162
P -2.7164 0.3599 -0.4179 -1.232 0.334 -0.305 0.851
C -3.9210 1.0407 0.8628 0.397 -0.202 0.128 0.325
C -3.0577 1.7288 1.9248 -0.051 -0.174 0.080 -0.974
C -4.9607 2.0288 0.3454 0.084 -0.164 -0.079 -1.749
C -3.7056 -0.7642 -1.5769 0.364 -0.019 0.163 1.860
C -5.2279 -0.6659 -1.5690 0.203 -0.006 0.188 -1.885
C -3.1713 -0.6297 -3.0029 0.151 -0.049 0.085 -1.555
H 4.2204 -0.0706 3.4933 0.094 -0.056 0.110 0.575
H 2.5539 -0.3453 3.0157 -0.053 0.037 0.104 -0.022
H 3.2375 1.2880 2.9621 -0.023 0.042 0.012 0.178
H 3.9060 -1.1284 1.2159 0.015 0.166 -0.035 0.359
H 5.5014 1.4404 1.6013 0.046 0.087 0.020 0.375
H 5.6868 0.4457 0.1572 0.117 -0.020 -0.093 0.349
H 6.0090 -0.2276 1.7501 0.086 -0.024 0.030 0.506
H 4.4190 1.2544 -1.3348 -0.129 -0.043 0.041 0.865
H 1.7187 0.6782 -2.6805 0.121 0.081 -0.049 0.027
H 3.1538 1.3283 -3.4856 0.001 -0.006 -0.093 0.623
H 2.3510 2.2744 -2.2320 -0.080 0.061 -0.051 0.255
H 3.0650 -1.3958 -2.0714 0.021 -0.065 -0.014 0.138
H 4.5982 -1.2675 -1.1964 0.061 -0.065 0.017 0.297
H 4.4883 -0.7341 -2.8761 0.059 0.001 -0.064 0.584
H 4.1666 2.8172 1.1688 0.081 -0.026 0.085 0.304
H 3.5259 5.0813 1.8734 0.031 0.004 0.007 0.465
H 1.1724 5.8208 1.5771 0.004 0.042 0.030 0.481
H -0.4646 4.3396 0.5467 -0.016 0.021 -0.004 0.477
H 0.3161 3.9759 -1.8403 0.025 0.080 -0.061 0.536
H -1.3057 5.0422 -3.3135 -0.002 0.096 -0.057 0.430
H -3.6057 4.1309 -3.5148 -0.062 0.007 -0.071 0.476
H -4.1966 2.0828 -2.3009 -0.044 -0.034 -0.017 0.522
H -4.4277 0.1705 1.2988 0.096 0.061 -0.026 0.736
H -2.3180 2.3721 1.4452 0.077 0.107 0.051 -0.006
H -2.5422 1.0008 2.5469 0.046 0.062 -0.022 0.027
H -3.6634 2.3491 2.5829 -0.109 0.052 0.011 0.567
H -4.4774 2.9217 -0.0415 -0.008 0.109 0.007 0.362
H -5.6088 2.3264 1.1680 -0.013 0.002 0.110 0.512
H -5.5881 1.6067 -0.4298 -0.107 0.041 -0.117 0.290
H -3.4481 -1.7671 -1.1948 0.034 0.257 -0.093 -0.842
H -5.5703 0.1969 -2.1305 -0.113 0.163 -0.032 0.320
H -5.6300 -0.6259 -0.5610 -0.128 0.018 0.070 0.432
H -5.6393 -1.5506 -2.0489 -0.042 -0.104 -0.108 0.474
H -3.4623 0.3263 -3.4334 -0.008 -0.049 -0.056 0.484
H -3.5783 -1.4201 -3.6319 -0.022 -0.094 -0.040 0.498
H -2.0821 -0.6932 -3.0361 -0.133 -0.013 -0.086 0.271
C 3.0189 -4.9919 -0.8012 -0.218 -0.033 -0.013 -1.475
C 1.9430 -5.1654 -1.8592 0.765 -0.401 -0.289 0.514
C 2.3534 -4.5457 -3.1834 -0.225 -0.113 0.171 -1.003
O 0.6701 -4.6445 -1.4270 -0.464 0.524 0.187 -0.420
P 0.3099 -3.2095 -0.8905 -0.724 -0.730 0.324 1.549
S 1.3277 -2.6566 0.7404 -0.292 0.111 -0.434 -0.535
S 0.2306 -1.8092 -2.3478 0.128 -0.236 0.375 -0.768
O -1.1962 -3.3812 -0.3396 0.827 0.067 -0.205 -0.131
C -2.1435 -4.4545 -0.6108 -0.347 -0.223 -0.101 0.355
C -1.6845 -5.7826 -0.0270 0.045 0.199 0.014 -1.509
C -2.4232 -4.5550 -2.1004 0.017 0.171 0.259 -0.831
H 3.8497 -5.6545 -1.0189 0.126 -0.081 -0.131 0.528
H 2.6404 -5.2418 0.1868 0.001 -0.021 0.070 0.371
H 3.3811 -3.9655 -0.7922 0.082 0.024 0.056 0.179
H 1.7221 -6.2308 -1.9922 0.072 0.190 0.028 0.300
H 2.4000 -3.4628 -3.0856 0.134 0.043 -0.049 0.093
H 1.6404 -4.7896 -3.9664 -0.038 0.001 -0.106 0.336
H 3.3352 -4.9193 -3.4626 0.061 -0.031 -0.068 0.439
H -3.0268 -4.1053 -0.0607 0.123 -0.106 -0.197 0.449
H -0.9689 -6.2691 -0.6831 0.034 -0.053 -0.015 0.253
H -2.5450 -6.4368 0.0895 -0.089 -0.043 0.003 0.530
H -1.2236 -5.6419 0.9480 -0.019 0.018 0.101 0.310
H -1.5032 -4.8010 -2.6240 0.010 -0.111 -0.115 0.197
H -2.8006 -3.6176 -2.4974 -0.081 0.129 -0.059 -0.029
H -3.1551 -5.3364 -2.2832 -0.076 -0.094 -0.036 0.513
Br -0.5966 -0.6843 6.4214 -0.042 0.049 0.221 -0.185
C -0.2911 1.0020 5.6382 -0.004 -0.305 -0.303 0.067
C -0.1999 2.1325 6.4369 0.005 -0.110 -0.011 -0.382
C 0.0447 3.3676 5.8624 -0.016 -0.048 -0.061 -0.694
C 0.2082 3.4769 4.4918 -0.049 -0.037 0.011 -0.786
C 0.1149 2.3534 3.6866 -0.024 -0.149 -0.215 0.553
C -0.1424 1.1220 4.2605 -0.096 -0.427 -0.333 -0.806
I -0.2704 -0.6323 2.9964 0.096 0.545 0.877 0.660
H -0.3171 2.0345 7.5044 -0.021 -0.025 0.093 0.420
H 0.1039 4.2422 6.4906 0.029 0.085 0.065 0.412
H 0.3992 4.4338 4.0346 0.049 0.126 -0.063 0.522
H 0.2393 2.4403 2.6170 0.008 0.027 0.014 0.513
```
Positions in Å, forces in eV/Å.

***

Question: Number 1 is which compound?
Answer: C36H54BN2P3PtS2

***

Question: Number 2 is which compound?
Answer: C36H54BrINO2P3S2Tm

***

Question: What is the formula in the second record?
Answer: C36H54BrINO2P3S2Tm

***

Question: Among the records above, which one has the highest total charge?
Answer: C36H54BN2P3PtS2